No. 1
Entry from the OMol25 dataset: a cluster of 2 separate species, C3H6ClNO in total (the ωB97M-V functional and the def2-TZVPD basis).

The geometry in XYZ format:
```
12
Properties=species:S:1:pos:R:3:forces:R:3:mulliken_charge:R:1
C 2.183532 1.360440 -0.077016 -1.2 -4.8 -0.5 0.04
C -0.731239 -0.184414 0.778151 2.7 -1.9 1.7 -0.75
C 1.247079 -0.405909 -0.756438 -0.9 3.1 -1.1 -0.20
N -0.194089 -0.447639 -0.585701 0.3 0.8 0.6 -0.33
O 3.061203 1.368472 0.683188 1.0 -0.1 1.1 -0.36
Cl 1.985135 -1.857536 -0.204211 0.7 -0.3 0.6 -0.18
H 1.857325 2.183618 -0.618929 -1.1 1.9 -1.3 0.37
H -0.123949 0.547768 1.363453 -0.8 0.7 -0.9 0.24
H -1.804573 -0.051316 0.804674 0.1 0.2 -0.1 0.35
H -0.416313 -1.043896 1.541367 -1.1 0.9 -2.0 0.22
H 1.431143 -0.277012 -1.864430 0.0 -0.2 1.3 0.33
H -0.670573 0.078665 -1.326182 0.3 -0.2 0.7 0.27
```
Forces are in eV/Å.

As for the relative energy (zero: lowest compared OMol25 entry of this formula, charge and spin): 331.41 kJ/mol. As for the spin multiplicity: 1. For the LUMO energy, the calculation gives 0.793 eV. As for the HOMO-LUMO gap: 9.076 eV. As for the HOMO energy: -8.283 eV.

No. 2
Entry from the OMol25 dataset: a cluster of 2 separate species, C3H6ClNO3 in total (the ωB97M-V functional and the def2-TZVPD basis).

The geometry in XYZ format:
```
14
Properties=species:S:1:pos:R:3:forces:R:3:mulliken_charge:R:1
C -1.897534 -0.315374 -0.061988 0.7 0.1 0.9 0.40
C 3.287721 0.058000 -0.892402 -1.6 -0.9 1.9 -0.02
C -0.744958 -0.132381 0.620178 -0.3 1.4 -0.4 0.36
N -0.005220 1.064600 0.879259 1.1 -2.1 1.2 -0.50
O -2.532383 -1.529278 -0.215224 -0.6 1.9 -0.8 -0.50
O -2.525397 0.752158 -0.636896 -0.6 -0.6 0.2 -0.51
O 3.573619 0.147331 0.288520 0.3 0.4 -2.0 -0.40
Cl 0.174303 -1.484476 1.110548 0.1 -0.9 0.3 -0.27
H 2.748314 -0.806932 -1.281756 0.2 -1.0 0.2 0.17
H 3.219663 0.786898 -1.679541 1.0 1.6 -0.1 0.24
H -1.963089 -2.228420 0.055843 0.9 -0.9 0.5 0.30
H 0.477517 1.115772 1.799122 -0.8 -0.5 -1.1 0.20
H -0.315543 1.943424 0.625593 -1.3 1.6 -0.9 0.18
H -3.497017 0.628684 -0.611256 0.7 -0.1 0.0 0.34
```
Forces are in eV/Å.

As for the relative energy (zero: lowest compared OMol25 entry of this formula, charge and spin): 161.56 kJ/mol. As for the spin multiplicity: 1. For the LUMO energy, the calculation gives 0.581 eV. As for the HOMO-LUMO gap: 8.297 eV. As for the HOMO energy: -7.717 eV.

No. 3
Entry from the OMol25 dataset: an isolated molecule of C3H6ClOPS (the ωB97M-V functional and the def2-TZVPD basis).

The geometry in XYZ format:
```
13
Properties=species:S:1:pos:R:3:forces:R:3:mulliken_spin:R:1
C -0.713819 0.441071 -0.479689 0.7 -3.7 -1.4 0.14
C 0.655135 -0.029692 0.165190 1.3 3.5 -0.8 -0.02
C 0.944618 0.910051 1.313962 3.8 -3.9 -0.3 0.02
O 0.494795 -1.285163 0.517460 0.0 -1.4 -0.2 0.85
P -0.971847 -2.230428 -2.134358 1.1 0.2 -1.0 0.80
S -0.807425 -0.165601 -2.237315 0.0 0.4 0.0 0.09
Cl -2.382831 -2.477836 -0.770400 -1.1 -0.3 1.1 0.08
H -1.536074 -0.126578 -0.018406 0.2 0.9 0.4 0.00
H -0.809721 1.476288 -0.569263 -0.1 1.6 0.4 0.00
H 1.652607 0.259178 -0.492308 -2.6 -1.4 0.3 0.04
H 1.274503 1.796290 0.964605 0.5 3.3 -1.2 0.00
H 1.933994 0.465776 1.686131 -1.4 0.6 0.3 0.00
H 0.266067 0.966645 2.054391 -2.4 0.2 2.5 0.00
```
Forces are in eV/Å.

As for the relative energy (zero: lowest compared OMol25 entry of this formula, charge and spin): 0.00 kJ/mol. As for the spin multiplicity: 3. For the LUMO energy (spin up / spin down), the calculation gives 0.635 / -2.203 eV. As for the HOMO-LUMO gap (spin up / spin down): 8.319 / 7.366 eV. As for the expectation value of S²: 2.008. As for the HOMO energy (spin up / spin down): -7.684 / -9.570 eV.

No. 4
Entry from the OMol25 dataset: a cluster of 2 separate species, C3H6ClP in total (the ωB97M-V functional and the def2-TZVPD basis).

The geometry in XYZ format:
```
11
Properties=species:S:1:pos:R:3:forces:R:3:mulliken_charge:R:1
C 0.433534 -0.865968 0.070512 0.8 0.6 -0.2 0.20
C -0.753478 -1.689798 -0.065285 -0.5 0.0 0.1 -0.77
C -0.295803 2.028665 0.069967 0.0 -0.5 0.0 -1.01
P 2.056655 -0.975379 -0.061948 -0.7 -0.7 0.0 -0.10
Cl 2.736599 0.923831 0.081760 0.5 0.8 0.1 -0.21
H -1.413260 -1.255633 -0.821359 -0.1 -0.1 0.0 0.25
H -0.502920 -2.707366 -0.377869 0.0 -0.1 0.0 0.35
H -1.301499 -1.740043 0.878669 -0.1 0.0 -0.1 0.26
H 0.297501 2.293643 0.918698 0.2 0.1 0.2 0.34
H -1.312361 1.738288 0.225228 -0.4 -0.1 0.0 0.35
H 0.055031 2.249759 -0.918375 0.1 0.0 -0.2 0.34
```
Forces are in eV/Å.

As for the relative energy (zero: lowest compared OMol25 entry of this formula, charge and spin): 326.67 kJ/mol. As for the spin multiplicity: 1. For the LUMO energy (spin up / spin down), the calculation gives 0.203 / -0.743 eV. As for the HOMO-LUMO gap (spin up / spin down): 8.837 / 7.989 eV. As for the HOMO energy (spin up / spin down): -8.634 / -8.732 eV.

No. 5
Entry from the OMol25 dataset: an isolated molecule of C3H6F2O (the ωB97M-V functional and the def2-TZVPD basis).

The geometry in XYZ format:
```
12
Properties=species:S:1:pos:R:3:forces:R:3:mulliken_charge:R:1
C 0.356335 -1.225775 0.173177 0.1 -0.5 -0.6 -0.50
C -0.708464 -0.140924 0.252599 -1.3 -0.1 -0.4 0.13
C -0.233785 1.356643 0.163128 -0.9 0.0 2.0 -0.27
H 1.312000 0.055642 -1.007273 0.6 -3.0 1.3 0.45
H 0.781535 -1.615446 1.056941 -0.6 -0.2 2.1 0.34
H 0.034962 -2.165557 -0.342400 -0.8 0.9 0.1 0.25
H -1.485941 -0.457367 1.128496 1.3 1.3 -2.5 0.28
H -1.145743 1.994095 -0.227516 2.2 -1.3 0.5 0.27
H 0.075233 1.861103 1.308110 0.2 -1.5 -3.9 0.29
O 1.483395 -0.751999 -0.410102 2.7 0.1 -2.0 -0.67
F -1.226928 -0.112720 -1.134358 -0.9 -1.1 1.7 -0.30
F 0.757401 1.202304 -0.960802 -2.5 5.5 1.6 -0.28
```
Forces are in eV/Å.

As for the relative energy (zero: lowest compared OMol25 entry of this formula, charge and spin): 332.41 kJ/mol. As for the spin multiplicity: 1. For the LUMO energy, the calculation gives 0.722 eV. As for the HOMO-LUMO gap: 10.188 eV. As for the HOMO energy: -9.467 eV.

No. 6
Entry from the OMol25 dataset: an isolated molecule of C3H6F2S (the ωB97M-V functional and the def2-TZVPD basis).

The geometry in XYZ format:
```
12
Properties=species:S:1:pos:R:3:forces:R:3:mulliken_charge:R:1
C -0.722015 0.357168 0.345656 -1.1 1.6 -1.5 -1.23
C 1.276540 -1.209617 -0.403030 2.0 0.0 -1.5 -0.60
C 0.796845 -0.017514 0.361815 -1.6 2.6 0.5 0.92
F 2.670346 -1.352137 -0.076854 -1.1 -0.5 0.3 -0.27
F 0.969024 -0.208796 1.752708 0.9 0.0 -1.1 -0.29
S 1.684667 1.537733 -0.342438 0.0 -1.5 0.6 -0.26
H -1.274801 -0.457755 0.855160 0.1 0.5 -0.5 0.33
H -0.949809 1.357283 0.888069 1.0 -1.8 -0.3 0.34
H -1.183069 0.671923 -0.694684 1.1 -1.4 1.7 0.32
H 1.416249 -0.965523 -1.499601 -1.3 -0.4 1.1 0.29
H 0.739167 -2.158531 -0.225030 0.3 0.5 0.1 0.29
H 2.724334 0.877710 -0.942725 -0.5 0.4 0.5 0.16
```
Forces are in eV/Å.

As for the relative energy (zero: lowest compared OMol25 entry of this formula, charge and spin): 96.01 kJ/mol. As for the spin multiplicity: 1. For the LUMO energy, the calculation gives 0.720 eV. As for the HOMO-LUMO gap: 10.424 eV. As for the HOMO energy: -9.704 eV.

No. 7
Entry from the OMol25 dataset: an isolated molecule of C3H6F3N3 (the ωB97M-V functional and the def2-TZVPD basis).

The geometry in XYZ format:
```
15
Properties=species:S:1:pos:R:3:forces:R:3:mulliken_spin:R:1
C -1.806021 0.776652 -0.025538 -0.9 -0.1 2.4 0.73
C 1.452173 -0.280199 1.282299 -0.2 -1.7 -3.5 -0.01
C -2.543364 1.516651 1.022630 -0.2 0.2 -2.2 0.02
N -0.491524 0.479221 0.365768 4.9 -2.6 -4.3 0.27
N 0.210478 0.318265 1.508309 -2.2 1.4 2.3 0.75
N -2.179567 0.865665 -1.353528 2.5 -1.2 0.1 0.15
F -2.013988 2.715238 1.276448 0.1 1.2 0.0 0.02
F -3.813857 1.709769 0.543412 0.0 0.2 0.7 0.00
F -2.561200 0.916498 2.173444 -0.6 -1.1 1.3 0.01
H 2.290748 0.060504 1.811960 0.7 1.0 1.2 0.02
H 1.387662 -1.395264 1.517894 0.1 1.1 -0.6 0.06
H 1.719315 -0.080821 0.128722 0.0 -0.9 2.0 0.01
H 0.148670 -0.032910 -0.367073 -2.4 1.5 0.7 -0.04
H -3.096179 1.174720 -1.441559 -1.8 0.7 -0.2 -0.02
H -2.060299 -0.017426 -1.852450 0.1 0.3 0.0 0.03
```
Forces are in eV/Å.

As for the spin multiplicity: 3. For the LUMO energy (spin up / spin down), the calculation gives 0.803 / -0.457 eV. As for the HOMO-LUMO gap (spin up / spin down): 6.905 / 9.695 eV. As for the expectation value of S²: 2.007. As for the HOMO energy (spin up / spin down): -6.102 / -10.152 eV.

No. 8
Entry from the OMol25 dataset: an isolated molecule of C3H6F3O2PS (the ωB97M-V functional and the def2-TZVPD basis).

The geometry in XYZ format:
```
16
Properties=species:S:1:pos:R:3:forces:R:3:mulliken_charge:R:1
C -0.051910 0.456761 -0.698180 1.1 -2.8 1.4 -1.55
C 0.168997 0.332476 0.760548 -0.4 3.1 2.7 -0.18
C -0.692058 3.370086 0.980816 -0.9 -2.4 -0.3 0.68
O -1.196933 1.445630 2.844926 -0.5 0.4 -0.1 -0.61
O -2.369541 1.210031 0.644959 -2.5 0.0 -1.2 -0.57
F 0.578627 3.484865 1.162123 2.3 0.0 0.5 -0.24
F -0.924804 3.534367 -0.308791 -0.6 0.6 -0.6 -0.21
F -1.291060 4.241936 1.729844 -1.0 0.6 0.3 -0.20
P -0.276049 -1.304692 1.643997 1.4 1.9 1.8 0.08
S -1.241889 1.530396 1.408325 4.1 -0.3 1.8 0.93
H -1.024261 0.230631 -0.961058 -2.1 -0.2 -0.5 0.45
H 0.275920 1.346920 -1.018557 0.9 3.4 -1.5 0.46
H 0.544465 -0.291455 -1.121199 1.1 -1.1 -1.2 0.47
H 1.151024 0.876453 1.169050 -2.0 -1.6 -0.9 0.39
H 0.305595 -1.977930 0.641851 0.3 -1.2 -1.5 0.04
H -1.577399 -1.304005 1.256070 -1.1 -0.2 -0.8 0.05
```
Forces are in eV/Å.

As for the relative energy (zero: lowest compared OMol25 entry of this formula, charge and spin): 0.00 kJ/mol. As for the spin multiplicity: 1. For the LUMO energy, the calculation gives 0.801 eV. As for the HOMO-LUMO gap: 10.856 eV. As for the HOMO energy: -10.055 eV.

No. 9
Entry from the OMol25 dataset: an isolated molecule of C3H6FN3 (the ωB97M-V functional and the def2-TZVPD basis).

The geometry in XYZ format:
```
13
Properties=species:S:1:pos:R:3:forces:R:3:mulliken_charge:R:1
C 0.998032 -1.223242 -0.415240 -3.7 -0.3 1.4 -0.49
C 1.353188 -0.006930 -0.056173 -0.4 -3.4 -0.3 0.48
C 0.360542 0.733891 0.712319 -0.3 3.8 3.0 -0.51
N -0.889192 -1.115905 0.288765 2.8 -3.3 -1.6 -0.62
N -0.886233 0.194823 0.316995 -1.0 2.2 2.1 0.32
N -1.417425 0.836029 -0.794102 1.3 0.4 -1.9 -0.58
F 2.538472 0.474917 -0.234066 2.0 1.4 -0.3 -0.27
H 1.199603 -2.151195 -0.916934 0.6 0.3 0.0 0.39
H 0.571119 0.819444 1.901459 -0.4 -1.1 -2.4 0.21
H 0.343247 1.842150 0.538933 0.2 -0.9 -0.5 0.32
H -0.962945 -1.622203 1.214879 0.8 1.3 -1.1 0.26
H -0.840402 0.700454 -1.733562 -1.6 -0.3 2.4 0.24
H -2.368001 0.517771 -0.823275 -0.2 -0.1 -0.8 0.27
```
Forces are in eV/Å.

As for the relative energy (zero: lowest compared OMol25 entry of this formula, charge and spin): 500.91 kJ/mol. As for the spin multiplicity: 1. For the LUMO energy, the calculation gives 0.968 eV. As for the HOMO-LUMO gap: 9.248 eV. As for the HOMO energy: -8.281 eV.

No. 10
Entry from the OMol25 dataset: an isolated molecule of C3H6FN3 (the ωB97M-V functional and the def2-TZVPD basis).

The geometry in XYZ format:
```
13
Properties=species:S:1:pos:R:3:forces:R:3:mulliken_charge:R:1
C -0.102751 -0.133156 -1.686379 -1.6 4.1 4.2 -0.23
C 0.172045 -1.050247 0.727204 -0.8 0.7 1.4 0.37
C 0.086648 1.423205 0.781963 1.3 -0.9 -1.6 -0.97
N -0.616167 -1.280611 -1.410458 -1.0 -1.5 -1.5 -0.03
N -0.716029 -1.809973 -0.356817 0.5 -1.4 1.1 -0.28
N 0.687620 0.176702 0.318706 -1.4 -2.5 -1.6 -0.49
F 1.131868 -1.982881 1.056827 0.7 -0.2 -0.8 -0.30
H 0.727099 0.033580 -2.225565 2.5 0.1 -2.4 0.34
H -0.830209 0.713545 -1.509307 0.9 -1.0 -0.7 0.28
H -0.550191 -1.283086 1.552550 0.3 1.7 -0.1 0.23
H 0.443315 2.192429 0.080499 -0.7 0.0 0.3 0.32
H -0.946610 1.365823 0.968769 -1.7 0.3 -0.3 0.38
H 0.513361 1.634669 1.702009 1.0 0.6 2.0 0.38
```
Forces are in eV/Å.

As for the relative energy (zero: lowest compared OMol25 entry of this formula, charge and spin): 410.01 kJ/mol. As for the spin multiplicity: 1. For the LUMO energy, the calculation gives 0.184 eV. As for the HOMO-LUMO gap: 9.457 eV. As for the HOMO energy: -9.273 eV.

The records above give, respectively, F_max values of 5.0 2.7 5.4 1.1 6.2 3.1 7.0 4.5 4.8 6.1 eV/Å.
The records above give, respectively, total energy values of -707.9879 -858.5065 -1392.7655 -919.2978 -392.7430 -715.7854 -581.6171 -1307.4413 -381.8410 -381.8756 a.u..